No. 1
{
  "formula": "C33H28MgN6OPS2",
  "method": "the ωB97M-V functional and the def2-TZVPD basis",
  "e_lumo_ev": 2.508,
  "homo_energy_ev": -4.561,
  "charge": -1,
  "symbols": ["Mg", "C", "C", "C", "C", "C", "N", "C", "C", "C", "C", "C", "C", "C", "N", "C", "C", "C", "N", "C", "C", "N", "C", "C", "C", "N", "H", "H", "H", "H", "H", "H", "H", "H", "H", "H", "H", "H", "H", "H", "H", "H", "H", "H", "O", "C", "N", "S", "P", "S", "C", "C", "C", "C", "C", "C", "C", "C", "C", "C", "C", "C", "H", "H", "H", "H", "H", "H", "H", "H", "H", "H"],
  "coordinates": [[-0.55626, 0.54227, -1.53353], [-6.54136, -1.02177, -4.89326], [-5.32653, -1.02370, -4.00024], [-5.19753, -1.89934, -2.92574], [-4.09619, -1.87399, -2.09525], [-3.02316, -0.96883, -2.27859], [-1.95758, -0.84891, -1.45049], [-1.66343, -1.77756, -0.46854], [-1.61255, -3.15855, -0.71700], [-1.26403, -4.07541, 0.25280], [-0.92026, -3.65676, 1.53423], [-0.50038, -4.62829, 2.60611], [-0.93452, -2.29718, 1.79372], [-1.30388, -1.35932, 0.83519], [-1.33281, 0.01540, 1.20736], [-1.37275, 0.52312, 2.46072], [-1.41927, 1.89333, 2.35801], [-1.39719, 2.14423, 0.98336], [-1.35157, 1.01004, 0.30286], [-3.18018, -0.07405, -3.37189], [-4.30118, -0.11004, -4.18807], [-2.18363, 0.90338, -3.67744], [-1.72921, 1.19218, -4.91138], [-0.89707, 2.28506, -4.80958], [-0.88318, 2.58498, -3.44672], [-1.67556, 1.75806, -2.76257], [-7.20102, -1.85493, -4.65193], [-6.26080, -1.10077, -5.94591], [-7.11177, -0.09677, -4.77496], [-5.98651, -2.61780, -2.72766], [-4.04959, -2.55633, -1.25859], [-1.82895, -3.49070, -1.72386], [-1.23242, -5.13054, 0.00410], [-0.76247, -5.65026, 2.33337], [-0.98530, -4.39514, 3.55566], [0.57923, -4.58685, 2.76827], [-0.62217, -1.96583, 2.77643], [-1.36867, -0.09046, 3.34207], [-1.44935, 2.60479, 3.16428], [-1.39938, 3.08496, 0.45832], [-4.37536, 0.61432, -4.99349], [-2.00686, 0.59166, -5.75974], [-0.34089, 2.76266, -5.59633], [-0.33682, 3.35896, -2.93076], [2.47787, -0.88552, -4.19248], [1.58112, -0.47838, -3.51884], [0.67245, -0.07873, -2.86524], [4.14585, 3.28665, -0.14576], [3.29960, 1.90736, 0.96944], [1.65077, 0.95665, 0.37762], [4.54726, 0.63564, 1.43759], [5.62895, 0.98182, 2.24138], [6.60013, 0.04132, 2.54537], [6.50257, -1.24953, 2.04124], [5.42850, -1.59593, 1.23532], [4.45055, -0.65670, 0.93646], [2.88020, 2.58763, 2.63016], [3.00880, 3.94057, 2.90794], [2.64321, 4.43606, 4.15405], [2.15277, 3.57812, 5.12696], [2.02361, 2.22161, 4.85127], [2.38095, 1.72856, 3.60718], [5.70565, 1.99212, 2.62710], [7.44153, 0.31160, 3.17256], [7.26655, -1.98191, 2.27410], [5.34735, -2.60013, 0.83634], [3.59864, -0.91160, 0.31849], [3.40146, 4.59133, 2.13550], [2.73862, 5.49400, 4.36867], [1.88284, 3.96050, 6.10443], [1.63252, 1.55113, 5.60833], [2.27000, 0.67644, 3.37147]],
  "lowdin_charge": [0.415, -0.070, -0.302, -0.063, -0.021, -0.214, -0.013, -0.225, -0.020, -0.049, -0.286, -0.060, 0.012, -0.104, -0.070, -0.058, -0.047, -0.147, -0.044, -0.115, -0.001, -0.082, -0.051, -0.045, -0.135, 0.016, 0.066, 0.071, 0.073, 0.104, 0.101, 0.121, 0.107, 0.069, 0.073, 0.081, 0.111, 0.116, 0.097, 0.118, 0.119, 0.131, 0.097, 0.122, 0.019, -0.519, 0.041, 0.121, -0.019, 0.310, -0.383, -0.100, -0.100, -0.110, -0.094, -0.109, -0.392, -0.114, -0.099, -0.114, -0.102, -0.113, 0.105, 0.094, 0.092, 0.097, 0.062, 0.054, 0.094, 0.091, 0.094, 0.096]
}



No. 2
{
  "formula": "C33H42N7O4PSSn",
  "method": "the ωB97M-V functional and the def2-TZVPD basis",
  "e_lumo_ev": [-8.765, -8.075],
  "de_lowest_kj_mol": 183.13,
  "homo_energy_ev": [-12.315, -12.316],
  "charge": 2,
  "symbols": ["Sn", "C", "O", "C", "C", "C", "C", "C", "C", "N", "N", "C", "O", "C", "C", "C", "C", "C", "C", "C", "O", "H", "H", "H", "H", "H", "H", "H", "H", "H", "H", "H", "H", "O", "P", "N", "C", "C", "C", "C", "N", "C", "C", "C", "C", "N", "C", "C", "C", "C", "H", "H", "H", "H", "H", "H", "H", "H", "H", "H", "H", "H", "H", "H", "H", "H", "H", "H", "H", "H", "H", "H", "H", "H", "N", "C", "S", "C", "C", "C", "N", "C", "C", "H", "H", "H", "H", "H", "H"],
  "coordinates": [[1.23215, 0.81912, -0.07338], [5.53545, 0.55632, -2.01948], [6.04265, 1.74962, -1.45728], [5.31235, 2.76882, -1.01678], [6.04035, 3.85452, -0.53528], [5.41815, 5.03422, -0.18038], [4.05225, 5.19202, -0.37798], [3.25735, 4.13572, -0.79918], [1.84655, 4.32572, -0.97148], [0.94885, 3.41362, -0.82418], [-0.31045, 3.64292, -1.11858], [-1.16225, 2.64122, -1.11618], [-0.80145, 1.42162, -0.95358], [-2.56835, 2.95612, -1.37158], [-3.47095, 1.92942, -1.65618], [-4.79535, 2.21852, -1.91998], [-5.23935, 3.53412, -1.88278], [-4.35315, 4.56012, -1.58258], [-3.02455, 4.27622, -1.33398], [3.85445, 2.84002, -1.02268], [3.14115, 1.80692, -1.19788], [5.66365, -0.25138, -1.29498], [6.15375, 0.34182, -2.89298], [4.48885, 0.63522, -2.30478], [7.10945, 3.74112, -0.46348], [6.00435, 5.84172, 0.22882], [3.58305, 6.13532, -0.15018], [1.53995, 5.33782, -1.24638], [-3.10635, 0.91252, -1.66998], [-5.48905, 1.42492, -2.16238], [-6.27725, 3.75602, -2.08568], [-4.70665, 5.58022, -1.55448], [-2.32155, 5.05972, -1.10378], [0.47725, -1.57558, -0.14068], [-0.65395, -2.42228, -0.59708], [-1.93995, -2.27708, 0.43172], [-3.32095, -2.71398, 0.29262], [-3.81265, -2.88058, 1.72982], [-3.03255, -1.79658, 2.47682], [-1.67195, -1.81218, 1.79092], [-1.15625, -1.96058, -2.11778], [-2.43575, -2.23078, -2.75798], [-2.19645, -1.93978, -4.23748], [-1.12165, -0.85758, -4.19848], [-0.23385, -1.32298, -3.04858], [-0.10425, -4.00238, -0.59438], [1.31585, -4.34088, -0.56118], [1.38345, -5.70948, -1.22888], [0.07925, -6.34868, -0.76208], [-0.91035, -5.18798, -0.84948], [-3.39645, -3.62968, -0.29668], [-3.90305, -1.93068, -0.20438], [-3.54285, -3.86938, 2.10252], [-4.89085, -2.75018, 1.81132], [-2.93405, -2.00598, 3.53822], [-3.51305, -0.82498, 2.35542], [-0.98415, -2.49908, 2.29422], [-1.20365, -0.82338, 1.75322], [-3.20165, -1.55808, -2.35658], [-2.75805, -3.25908, -2.58378], [-3.10445, -1.62308, -4.74268], [-1.81225, -2.82878, -4.73568], [-1.56115, 0.11122, -3.96198], [-0.57425, -0.77608, -5.13418], [0.29015, -0.48908, -2.55748], [0.51355, -2.04388, -3.40128], [1.65015, -4.41188, 0.48092], [1.90985, -3.57238, -1.05938], [2.25995, -6.27658, -0.92888], [1.38965, -5.60338, -2.31388], [0.17925, -6.68628, 0.26892], [-0.22345, -7.19238, -1.37418], [-1.71305, -5.27338, -0.11438], [-1.35315, -5.14178, -1.85088], [1.22545, 2.25462, 7.63552], [0.81835, 1.28492, 6.82412], [-0.13065, 0.02752, 7.32282], [1.14875, 1.34492, 5.38872], [1.57555, 0.19192, 4.72652], [1.72635, 0.22652, 3.35282], [1.50595, 1.32122, 2.62642], [1.15145, 2.43592, 3.25902], [0.94615, 2.49692, 4.62802], [0.97895, 2.22212, 8.61402], [1.84525, 2.98342, 7.32132], [1.78135, -0.70738, 5.28692], [2.01695, -0.65938, 2.79192], [1.01195, 3.30942, 2.63142], [0.61215, 3.41332, 5.08592]],
  "lowdin_charge": [1.628, -0.011, 0.018, -0.137, 0.057, 0.001, 0.019, -0.111, -0.006, -0.012, 0.142, -0.385, -0.174, -0.141, 0.001, -0.040, -0.027, -0.040, -0.002, -0.231, -0.186, 0.114, 0.114, 0.084, 0.144, 0.132, 0.133, 0.153, 0.106, 0.117, 0.122, 0.118, 0.112, -0.455, 0.585, -0.185, -0.203, -0.149, -0.154, -0.202, -0.184, -0.199, -0.149, -0.155, -0.207, -0.194, -0.205, -0.164, -0.159, -0.197, 0.105, 0.107, 0.118, 0.118, 0.116, 0.115, 0.122, 0.092, 0.099, 0.107, 0.118, 0.120, 0.106, 0.118, 0.068, 0.124, 0.119, 0.105, 0.115, 0.116, 0.118, 0.116, 0.109, 0.112, 0.113, -0.840, 0.721, -0.240, -0.014, -0.135, -0.067, -0.136, 0.009, 0.115, 0.117, 0.112, 0.114, 0.107, 0.122]
}



No. 3
{
  "formula": "C3H7NO",
  "method": "the ωB97M-V functional and the def2-TZVPD basis",
  "smiles": "OC[C@H]1CN1",
  "e_lumo_ev": 1.060,
  "de_lowest_kj_mol": 241.08,
  "homo_energy_ev": -9.831,
  "symbols": ["O", "C", "C", "C", "N", "H", "H", "H", "H", "H", "H", "H"],
  "coordinates": [[-1.53070, 0.83199, -0.62190], [-0.16149, 0.99062, -0.87925], [0.65225, -0.12613, -0.21943], [0.29517, -0.37011, 1.17721], [-0.20619, -1.26424, 0.11219], [-1.66454, -0.13386, -0.62177], [0.15354, 1.94073, -0.42723], [0.03569, 1.05682, -1.95831], [1.69552, -0.19787, -0.52999], [-0.48618, 0.18658, 1.66955], [1.09650, -0.78764, 1.79003], [0.12042, -2.12691, 0.50891]],
  "lowdin_charge": [-0.079, -0.245, -0.284, -0.151, 0.003, 0.076, 0.122, 0.111, 0.139, 0.107, 0.109, 0.092]
}



No. 4
{
  "formula": "C36H56N9O4P3Si",
  "method": "the ωB97M-V functional and the def2-TZVPD basis",
  "smiles": "CC[Si@@](COC)(PP(=O)(O)O)[PH2]=N.c1cc[nH]c1.c1cc[nH]c1.c1cc[nH]c1.c1cc[nH]c1.c1cc[nH]c1.c1cc[nH]c1.c1cc[nH]c1.c1cc[nH]c1",
  "e_lumo_ev": 0.001,
  "homo_energy_ev": -8.078,
  "symbols": ["C", "C", "Si", "C", "O", "C", "P", "P", "O", "O", "O", "P", "N", "H", "H", "H", "H", "H", "H", "H", "H", "H", "H", "H", "H", "H", "H", "H", "H", "N", "C", "C", "C", "C", "H", "H", "H", "H", "H", "N", "C", "C", "C", "C", "H", "H", "H", "H", "H", "N", "C", "C", "C", "C", "H", "H", "H", "H", "H", "N", "C", "C", "C", "C", "H", "H", "H", "H", "H", "N", "C", "C", "C", "C", "H", "H", "H", "H", "H", "N", "C", "C", "C", "C", "H", "H", "H", "H", "H", "N", "C", "C", "C", "C", "H", "H", "H", "H", "H", "N", "C", "C", "C", "C", "H", "H", "H", "H", "H"],
  "coordinates": [[0.00917, 4.06690, 1.14255], [-1.28010, 3.24277, 1.03259], [-1.19298, 1.87016, -0.22569], [-0.38924, 0.32903, 0.50875], [0.48421, 0.73875, 1.55213], [0.90217, -0.36215, 2.33630], [-3.10086, 1.10641, -1.16393], [-4.28628, 1.50618, 0.61035], [-4.67752, 2.88537, 0.91654], [-3.28465, 0.79230, 1.65304], [-5.48364, 0.43932, 0.59398], [-0.12036, 2.61995, -2.08607], [-1.06409, 3.57573, -2.89905], [0.04387, 4.84642, 0.37703], [0.91321, 3.46112, 1.03658], [0.07503, 4.56194, 2.11407], [-2.14475, 3.87642, 0.81910], [-1.48449, 2.73828, 1.98092], [0.16884, -0.23643, -0.25744], [-1.17481, -0.34770, 0.87745], [0.16465, -0.59402, 3.11503], [1.02210, -1.26117, 1.71699], [1.85866, -0.12791, 2.80713], [-3.47194, 2.25722, -1.89016], [-3.47961, 1.12752, 2.53970], [-6.01019, 0.42592, -0.21014], [1.14450, 3.09264, -1.66307], [0.27894, 1.42694, -2.74517], [-0.67956, 4.48011, -3.13703], [-0.04706, 7.40958, -3.93433], [-1.38863, 7.26218, -3.70457], [-2.05501, 7.99511, -4.64780], [-1.08021, 8.60851, -5.48147], [0.14915, 8.22828, -5.01409], [0.68409, 6.98739, -3.39308], [-1.75983, 6.65145, -2.89831], [-3.12598, 8.08502, -4.72658], [-1.26129, 9.25436, -6.32419], [1.14040, 8.46959, -5.35759], [1.80552, -3.03271, -0.41071], [1.03676, -3.02307, -1.54138], [0.24089, -4.13768, -1.51365], [0.54763, -4.84730, -0.31741], [1.52137, -4.14223, 0.33909], [2.45944, -2.30850, -0.16793], [1.10050, -2.21883, -2.25466], [-0.49415, -4.40479, -2.25528], [0.09070, -5.75940, 0.03125], [1.99843, -4.32753, 1.28740], [2.96026, -5.89417, -2.97423], [2.34798, -7.09773, -2.75638], [2.81145, -7.97922, -3.69677], [3.73881, -7.27718, -4.51474], [3.80745, -5.99275, -4.04408], [2.77922, -5.05905, -2.44471], [1.64355, -7.22248, -1.95245], [2.52145, -9.01259, -3.78821], [4.29155, -7.67102, -5.35120], [4.38751, -5.14845, -4.37583], [4.93572, -4.29106, 0.45466], [5.43712, -5.06311, -0.55732], [6.79570, -5.12777, -0.39517], [7.12381, -4.36738, 0.76184], [5.95237, -3.86543, 1.26353], [3.96357, -4.07511, 0.56291], [4.77137, -5.48930, -1.28986], [7.47940, -5.66362, -1.03179], [8.10625, -4.20892, 1.17436], [5.75186, -3.23584, 2.11267], [-6.06530, 6.95461, -3.90249], [-6.40771, 8.18134, -4.40132], [-7.43292, 8.67337, -3.63840], [-7.71820, 7.70349, -2.63804], [-6.85619, 6.65631, -2.82733], [-5.34044, 6.36342, -4.26664], [-5.89557, 8.60139, -5.25019], [-7.92177, 9.62292, -3.77867], [-8.46711, 7.76935, -1.86663], [-6.73778, 5.73264, -2.28705], [-2.56229, -3.57523, 0.61496], [-3.33121, -2.46587, 0.39200], [-4.35822, -2.47533, 1.29937], [-4.20234, -3.64087, 2.09963], [-3.08389, -4.29550, 1.65235], [-1.73421, -3.81662, 0.09721], [-3.08411, -1.76215, -0.38621], [-5.13279, -1.73053, 1.38166], [-4.83687, -3.95936, 2.91023], [-2.61907, -5.20696, 1.98816], [5.88310, -1.65388, 4.53799], [5.56209, -1.32888, 5.82748], [5.58714, 0.03630, 5.93229], [5.93955, 0.55352, 4.65500], [6.11848, -0.51476, 3.81704], [5.95024, -2.59039, 4.18486], [5.34238, -2.08995, 6.55632], [5.37933, 0.60280, 6.82460], [6.05406, 1.59017, 4.38577], [6.39554, -0.56001, 2.77727], [-0.34805, -1.39716, 5.47048], [-0.74606, -2.67875, 5.19764], [-1.70113, -2.62400, 4.21768], [-1.88766, -1.25352, 3.88712], [-1.03805, -0.52253, 4.67639], [0.34280, -1.13856, 6.15032], [-0.31739, -3.51757, 5.71892], [-2.20798, -3.46763, 3.77829], [-2.56565, -0.85990, 3.15008], [-0.86424, 0.53893, 4.73746]],
  "lowdin_charge": [-0.168, -0.357, 0.344, -0.346, -0.247, -0.101, 0.672, 0.198, -0.308, -0.237, -0.185, 0.530, -0.354, 0.063, 0.056, 0.071, 0.069, 0.066, 0.072, 0.063, 0.037, 0.074, 0.095, -0.119, 0.095, 0.083, -0.037, -0.052, -0.077, -0.001, -0.148, -0.108, -0.109, -0.143, 0.138, 0.101, 0.075, 0.089, 0.104, 0.010, -0.137, -0.119, -0.124, -0.145, 0.144, 0.113, 0.106, 0.102, 0.114, -0.004, -0.141, -0.108, -0.109, -0.145, 0.111, 0.098, 0.089, 0.090, 0.106, 0.009, -0.121, -0.098, -0.103, -0.142, 0.086, 0.089, 0.093, 0.091, 0.078, 0.001, -0.152, -0.115, -0.115, -0.142, 0.139, 0.102, 0.088, 0.088, 0.104, 0.035, -0.144, -0.108, -0.115, -0.166, 0.100, 0.067, 0.074, 0.097, 0.110, -0.002, -0.143, -0.113, -0.112, -0.147, 0.121, 0.104, 0.089, 0.090, 0.103, 0.014, -0.125, -0.082, -0.105, -0.181, 0.147, 0.105, 0.065, 0.071, 0.122]
}